ORCA calculation (the ωB97M-V functional and the def2-TZVPD basis) on an isolated ion of composition CH2NO2S2 and charge -1.

Cartesian coordinates (Å):
N -0.812 0.229 -0.903
C 0.128 -0.646 -0.368
S 0.561 -2.095 -0.904
S 1.186 0.442 0.766
O 0.133 1.569 0.810
O 1.158 -0.412 1.985
H -1.589 -0.092 -1.385
H -0.765 1.004 -0.002

Its spin multiplicity is 1. The value obtained for the orbital gap is 7.43 eV. The total energy is -28325.603 eV. Its net charge is -1. The LUMO energy is 3.6 eV.

---

ORCA calculation (the ωB97M-V functional and the def2-TZVPD basis) on a 2-piece molecular cluster, C2H9N2O overall.

Cartesian coordinates (Å):
N -2.770 -0.941 0.179
H -3.699 -0.927 0.588
H -2.927 -0.825 -0.820
H -2.459 -1.906 0.266
O 1.904 -0.727 0.005
C 0.732 -0.688 -0.268
C -0.043 0.601 -0.084
N 0.976 1.678 0.123
H 0.182 -1.558 -0.646
H -0.645 0.811 -0.964
H -0.699 0.519 0.780
H 0.720 2.328 0.868
H 1.860 1.192 0.368
H 1.130 2.253 -0.706

Its spin multiplicity is 1. The value obtained for the orbital gap is 10.44 eV. The total energy is -7240.692 eV. Its net charge is +1. The LUMO energy is -3.8 eV.

---

ORCA calculation (the ωB97M-V functional and the def2-TZVPD basis) on a 9-piece molecular cluster, C32H38F9N4O26 overall.

Cartesian coordinates (Å):
C -1.646 -1.979 1.377
C -1.412 -0.439 0.862
C -2.129 0.605 1.914
F -1.505 0.659 3.256
N -2.243 1.936 1.204
C -3.481 2.125 0.307
O -4.308 3.224 0.829
C -5.119 2.761 1.966
C -6.769 3.000 1.866
O -4.671 2.194 3.089
C -1.338 2.968 1.241
N -1.455 4.300 0.476
C -0.234 5.167 0.809
N 0.522 4.243 1.757
N -0.042 2.996 2.021
H -2.709 -2.034 1.915
H -0.837 -2.355 2.137
H -1.707 -2.709 0.460
H -2.009 -0.324 -0.165
H -0.294 -0.171 0.602
H -3.240 0.198 2.067
H -4.108 1.134 0.181
H -3.036 2.398 -0.767
H -6.988 3.520 0.836
H -7.361 1.967 1.939
H -7.022 3.696 2.803
H 0.038 6.252 0.460
H 1.409 4.670 2.127
H 0.391 2.295 2.673
C -4.819 -1.116 4.796
C -5.732 -0.767 5.921
O -7.008 -0.766 5.322
C -6.920 -1.664 4.300
O -7.883 -2.142 3.724
O -5.620 -1.970 4.004
F -5.477 0.478 6.381
H -4.523 -0.243 4.204
H -3.916 -1.631 5.137
H -5.716 -1.482 6.751
C 2.126 -2.704 -2.017
C 2.466 -1.256 -2.115
O 1.787 -0.684 -1.020
C 1.728 -1.672 -0.083
O 1.464 -1.485 1.093
O 2.009 -2.898 -0.621
F 1.968 -0.720 -3.252
H 1.174 -2.950 -2.498
H 2.907 -3.344 -2.437
H 3.537 -1.040 -2.038
C 6.452 1.412 -3.893
C 5.322 1.557 -4.854
O 4.967 0.225 -5.149
C 5.290 -0.484 -4.031
O 4.886 -1.610 -3.794
O 6.117 0.225 -3.203
F 5.733 2.151 -5.997
H 7.418 1.281 -4.393
H 6.525 2.258 -3.205
H 4.454 2.089 -4.449
C 8.533 -0.907 -7.315
C 9.551 -0.068 -8.010
O 9.409 1.195 -7.400
C 8.974 0.931 -6.136
O 8.997 1.739 -5.222
O 8.515 -0.352 -6.015
F 9.256 0.058 -9.323
H 7.537 -0.820 -7.760
H 8.815 -1.963 -7.286
H 10.581 -0.421 -7.891
C 1.180 -3.969 3.886
C -0.020 -4.592 4.512
O 0.516 -5.659 5.261
C 1.771 -5.255 5.605
O 2.444 -5.780 6.477
O 2.182 -4.184 4.860
F -0.844 -5.105 3.571
H 1.473 -4.458 2.951
H 1.042 -2.901 3.695
H -0.580 -3.923 5.173
C -8.248 6.935 -0.090
C -9.378 7.081 -1.050
O -9.733 5.749 -1.345
C -9.410 5.040 -0.228
O -9.814 3.914 0.009
O -8.583 5.748 0.600
F -8.967 7.675 -2.193
H -7.282 6.804 -0.589
H -8.175 7.782 0.598
H -10.246 7.612 -0.645
C -1.436 -0.337 -5.062
C -1.097 1.111 -5.160
O -1.775 1.683 -4.065
C -1.834 0.695 -3.129
O -2.098 0.882 -1.953
O -1.553 -0.531 -3.667
F -1.594 1.647 -6.297
H -2.388 -0.583 -5.544
H -0.655 -0.977 -5.483
H -0.026 1.327 -5.084
C 5.045 -5.092 4.980
C 5.269 -5.911 3.756
O 6.580 -5.570 3.366
C 7.220 -5.242 4.524
O 8.431 -5.156 4.636
O 6.338 -5.027 5.547
F 4.422 -5.545 2.768
H 4.697 -4.078 4.753
H 4.337 -5.560 5.670
H 5.204 -6.992 3.921

Its spin multiplicity is 1. The value obtained for the orbital gap is 8.49 eV. The total energy is -117439.244 eV. Its net charge is +1. The LUMO energy is -3.7 eV.

---

ORCA calculation (the ωB97M-V functional and the def2-TZVPD basis) on a 11-piece molecular cluster, H22O11 overall.

Cartesian coordinates (Å):
O 31.114 -1.276 -8.883
H 30.156 -1.389 -8.904
H 31.417 -1.896 -8.212
O 29.359 -1.911 -12.078
H 30.044 -2.462 -11.678
H 29.821 -1.409 -12.758
O 26.210 -4.054 -8.541
H 25.988 -4.990 -8.614
H 25.388 -3.631 -8.273
O 26.994 -3.213 -12.353
H 26.360 -2.648 -11.886
H 27.865 -2.802 -12.169
O 28.934 -3.154 -8.696
H 29.553 -3.687 -9.209
H 28.343 -3.800 -8.275
O 27.030 -1.151 -9.955
H 27.843 -0.660 -10.153
H 27.326 -2.058 -9.793
O 26.432 1.500 -10.311
H 26.734 2.334 -9.937
H 26.612 0.844 -9.626
O 24.504 -1.462 -11.404
H 23.803 -2.007 -11.031
H 24.976 -1.101 -10.636
O 25.676 -0.519 -7.029
H 26.640 -0.570 -7.119
H 25.346 -1.210 -7.605
O 28.633 -1.040 -6.690
H 28.823 -1.779 -7.296
H 29.222 -1.189 -5.944
O 29.233 1.157 -11.629
H 28.593 1.356 -12.324
H 29.873 0.572 -12.041

Its spin multiplicity is 1. The value obtained for the orbital gap is 9.91 eV. The total energy is -22879.883 eV. The LUMO energy is -0.3 eV.

---

ORCA calculation (the ωB97M-V functional and the def2-TZVPD basis) on a 2-piece molecular cluster, C5H11NO overall.

Cartesian coordinates (Å):
C 0.591 1.127 -1.687
C 1.045 0.390 -0.664
C 0.213 -0.614 0.010
C 0.442 -0.746 1.479
C -0.545 -1.465 -0.698
N -1.517 -2.289 -0.176
H -0.298 0.751 -2.184
H 1.261 1.715 -2.295
H 1.938 0.658 -0.103
H -0.162 -1.534 1.939
H 0.249 0.095 2.117
H 1.494 -0.954 1.681
H -0.269 -1.595 -1.738
H -2.051 -1.843 0.560
H -2.207 -2.619 -0.835
O -0.141 2.751 1.231
H -0.140 2.488 0.292
H 0.097 3.684 1.070

Its spin multiplicity is 1. The value obtained for the orbital gap is 8.70 eV. The total energy is -8899.532 eV. The LUMO energy is 0.9 eV.

---

ORCA calculation (the ωB97M-V functional and the def2-TZVPD basis) on C6H6N2O2 as an isolated structure.

Cartesian coordinates (Å):
C 0.510 1.732 0.683
C -0.688 1.615 1.528
C -1.608 0.599 1.344
C -0.203 -0.490 -0.289
C 1.832 -1.987 -1.434
C 1.058 -1.496 -2.241
H 1.444 0.509 -0.663
H -0.998 2.466 2.169
H -2.698 0.861 1.791
H -2.067 -1.278 0.548
H 2.544 -2.805 -0.912
H 0.334 -1.002 -2.838
N 0.578 0.624 -0.214
N -1.434 -0.440 0.526
O 1.230 2.672 0.823
O 0.166 -1.579 -0.823

Its spin multiplicity is 1. The value obtained for the orbital gap is 6.13 eV. The total energy is -13386.031 eV. The LUMO energy is 0.3 eV.

---

ORCA calculation (the ωB97M-V functional and the def2-TZVPD basis) on C48H55BF3GdN8O4S5 as an isolated structure.

Cartesian coordinates (Å):
Gd 1.886 -0.644 -0.727
C -2.206 0.964 -3.065
C -2.320 0.485 -1.661
C -3.365 -0.318 -1.308
C -3.334 -0.944 -0.057
N -2.515 -0.553 0.870
N -1.571 0.390 0.606
B -0.520 0.448 1.679
N -1.177 -0.060 3.057
N -2.331 0.517 3.225
C -2.975 0.228 4.339
C -2.491 -0.634 5.265
C -1.279 -1.274 5.121
C -0.750 -2.187 6.196
C -0.608 -0.888 3.967
S 1.117 -1.294 3.732
C -4.303 1.056 4.545
C -5.281 0.536 5.659
C -5.092 1.160 3.206
C -3.903 2.452 4.974
N 0.126 1.784 2.079
N -0.533 2.850 1.580
C 0.031 3.993 1.545
C 1.325 4.094 2.150
C 1.925 3.060 2.812
C 3.304 3.173 3.419
C 1.226 1.848 2.806
S 1.845 0.638 3.934
C -0.630 5.107 0.718
C -0.627 6.432 1.495
C -2.004 4.564 0.434
C 0.220 5.290 -0.579
C -1.329 0.805 -0.617
S 0.069 1.691 -1.114
C -4.134 -2.194 0.194
C -4.145 -2.560 1.678
C -5.601 -1.895 -0.192
C -3.602 -3.306 -0.764
H -3.087 0.811 -3.654
H -1.313 0.468 -3.556
H -1.926 2.020 -3.264
H -4.130 -0.774 -1.953
H -2.989 -0.723 6.217
H -0.325 -3.037 5.649
H -1.505 -2.424 6.916
H 0.059 -1.663 6.746
H -5.960 -0.215 5.292
H -5.806 1.375 5.992
H -4.793 0.026 6.472
H -5.505 0.214 2.947
H -4.349 1.502 2.454
H -5.896 1.800 3.430
H -3.311 2.448 5.885
H -4.826 3.057 5.205
H -3.169 2.856 4.223
H 1.779 5.081 2.120
H 3.685 2.151 3.433
H 3.384 3.582 4.410
H 4.033 3.616 2.680
H -1.279 6.467 2.407
H -1.065 7.179 0.850
H 0.391 6.782 1.688
H -2.511 4.423 1.492
H -2.010 3.642 -0.026
H -2.651 5.254 -0.129
H 1.325 5.389 -0.435
H -0.141 6.248 -1.051
H 0.095 4.440 -1.199
H -4.438 -1.662 2.195
H -3.078 -2.702 1.921
H -4.691 -3.434 1.912
H -6.080 -1.084 0.416
H -6.151 -2.814 0.013
H -5.738 -1.705 -1.228
H -2.723 -3.782 -0.432
H -3.565 -2.858 -1.682
H -4.316 -4.153 -0.913
S 2.237 -7.135 -1.109
C 2.970 -8.742 -1.273
C 4.095 -8.626 -2.018
C 4.439 -7.306 -2.377
C 3.489 -6.397 -1.979
C 3.523 -5.021 -2.444
C 3.103 -3.942 -1.700
N 3.162 -2.649 -2.096
C 3.620 -2.387 -3.303
C 4.190 -3.420 -4.096
C 4.828 -3.095 -5.365
C 4.779 -1.861 -5.855
C 4.009 -0.863 -5.133
C 3.613 0.311 -5.762
C 2.884 1.282 -5.104
C 2.650 0.982 -3.698
N 2.903 -0.170 -3.148
C 3.545 -1.061 -3.842
C 2.555 2.669 -5.552
C 1.870 3.668 -4.915
C 1.899 4.904 -5.685
C 2.602 4.789 -6.805
S 3.112 3.139 -7.096
C 4.071 -4.735 -3.661
H 2.575 -9.575 -0.797
H 4.731 -9.448 -2.270
H 5.369 -7.155 -2.999
H 2.772 -4.079 -0.663
H 5.470 -3.831 -5.814
H 5.282 -1.520 -6.711
H 4.031 0.457 -6.745
H 1.947 1.617 -3.139
H 1.515 3.428 -3.884
H 1.374 5.829 -5.453
H 2.695 5.515 -7.600
H 4.567 -5.511 -4.278
O 3.128 -2.244 0.826
H 2.527 -2.029 1.560
H 3.868 -1.730 1.125
O -0.061 -2.137 -1.923
H -0.496 -2.698 -1.259
H 0.024 -2.694 -2.722
O 0.650 -0.253 1.223
O 0.331 -1.598 0.720
F 3.752 1.240 0.996
C 4.142 0.494 -0.166
F 5.076 -0.379 0.288
F 4.707 1.349 -0.941

Its spin multiplicity is 8. The value obtained for the orbital gap (spin up / spin down) is 6.17 / 6.17 eV. The total energy is -154606.241 eV. Its net charge is +2. The LUMO energy (spin up / spin down) is -5.8 / -5.8 eV.

---

ORCA calculation (the ωB97M-V functional and the def2-TZVPD basis) on C28H29MnN7S as an isolated structure.

Cartesian coordinates (Å):
Mn -0.291 0.357 0.850
C 5.242 -0.461 0.828
C 5.058 0.078 -0.587
N 4.003 1.077 -0.682
C 2.725 0.827 -0.410
S 0.983 1.176 2.375
N 2.393 -0.395 -0.144
N 1.228 -0.779 0.372
C 1.044 -2.065 0.542
C 1.989 -3.082 -0.016
C -0.121 -2.405 1.324
C -0.484 -3.726 1.612
C -1.625 -3.975 2.344
C -2.392 -2.891 2.764
C -1.965 -1.610 2.468
N -0.850 -1.346 1.778
H 6.064 -1.170 0.840
H 4.346 -0.970 1.168
H 5.468 0.344 1.519
H 4.818 -0.752 -1.259
H 5.980 0.551 -0.929
H 4.272 2.024 -0.894
H 2.780 -2.564 -0.555
H 1.467 -3.740 -0.709
H 2.432 -3.689 0.768
H 0.134 -4.532 1.255
H -1.922 -4.986 2.575
H -3.303 -3.035 3.323
H -2.546 -0.755 2.792
C -2.842 -1.953 -1.950
C -2.415 -1.340 -0.771
N -1.441 -0.449 -0.735
C -0.874 -0.084 -1.904
C -1.205 -0.678 -3.148
C -2.226 -1.648 -3.138
C -0.517 -0.259 -4.306
C 0.393 0.765 -4.230
C 0.726 1.377 -3.014
C 1.591 2.522 -2.906
C 2.047 2.873 -1.699
C 1.722 2.013 -0.512
N 0.415 1.407 -0.593
C 0.126 0.926 -1.820
H -3.650 -2.663 -1.904
H -2.893 -1.591 0.165
H -2.532 -2.127 -4.055
H -0.723 -0.753 -5.242
H 0.890 1.109 -5.122
H 1.801 3.092 -3.796
H 2.621 3.768 -1.527
H 1.788 2.599 0.417
C -2.812 2.372 -0.798
C -2.822 2.326 0.681
C -3.748 3.039 1.482
C -3.414 2.778 2.786
C -2.292 1.911 2.750
C -1.595 1.459 3.971
N -1.949 1.629 1.462
H -3.395 3.225 -1.141
H -3.263 1.471 -1.221
H -1.797 2.457 -1.182
H -4.544 3.660 1.121
H -3.883 3.147 3.676
H -2.310 1.336 4.783
H -0.880 2.228 4.276
H -1.019 0.546 3.831

Its spin multiplicity is 5. The value obtained for the orbital gap (spin up / spin down) is 6.32 / 5.50 eV. The total energy is -82086.964 eV. Its net charge is +1. The LUMO energy (spin up / spin down) is -3.5 / -4.4 eV.